Formula: C5H13N
Source: the Open Molecules 2025 dataset
Level of theory: wB97M-V/def2-TZVPD

Each line ends with the natural charge from an NBO analysis.
CARTESIAN COORDINATES (ANGSTROEM)
C 1.359 -0.002 0.250  -0.208
N 0.108 -0.475 -0.273  -0.491
C -0.602 0.371 -1.197  -0.213
C -1.767 1.044 -0.450  -0.613
C 0.031 -1.958 -0.360  -0.420
C 1.086 0.724 1.645  -0.613
H 1.999 0.638 -0.371  0.180
H 2.055 -0.834 0.515  0.188
H -0.924 -0.089 -2.143  0.188
H 0.096 1.185 -1.599  0.182
H -2.448 0.327 0.088  0.205
H -1.334 1.712 0.333  0.208
H -2.474 1.556 -1.153  0.201
H 0.797 -2.272 -1.067  0.194
H -0.975 -2.171 -0.765  0.198
H -0.158 -2.329 0.648  0.212
H 0.728 1.746 1.504  0.199
H 0.378 0.071 2.171  0.209
H 2.045 0.755 2.224  0.196

Results
HOMO energy = -7.904 eV
Kohn-Sham gap = 0.3316 hartree
ΔE to the lowest compared entry with this formula, charge and spin = 155.1 kJ/mol
LUMO = 1.12 eV
SMILES = CCN(C)CC
energy = -253.003998 hartree